Formula: C4H9NO3
Source: the OMol25 dataset
Level of theory: wB97M-V/def2-TZVPD

Structure (XYZ):
```
17
Properties=species:S:1:pos:R:3
N -1.54971 0.93241 -0.36092
C -0.21744 0.60608 0.15545
C 0.13843 -0.86153 0.05568
C 0.41144 -1.35555 -1.36628
O 1.67369 -0.94481 -1.88351
C -0.33221 0.98397 1.65736
O -1.19649 0.62222 2.40705
O 0.73388 1.70800 2.07140
H -1.96319 0.21667 -0.94108
H -1.62211 1.85279 -0.74796
H 0.58018 1.17824 -0.31766
H 1.06625 -0.98806 0.63224
H -0.63506 -1.42857 0.58519
H 0.18260 -2.41806 -1.48938
H -0.21559 -0.76872 -2.05289
H 2.35688 -1.35617 -1.36785
H 0.58846 2.02111 2.96315
```

Values from the calculation:
- SMILES string = N[C@H](CCO)C(=O)O
- HOMO energy (eV) = -9.4
- charge = 0
- relative energy (zero: lowest compared OMol25 entry of this formula, charge and spin) (kcal per mole) = 26.4
- gap between HOMO and LUMO (eV) = 10.16
- M (g/mol) = 119.12

***

Formula: C4H9NO3
Source: the OMol25 dataset
Level of theory: wB97M-V/def2-TZVPD

Structure (XYZ):
```
17
Properties=species:S:1:pos:R:3
C -0.38533 -2.12507 0.47163
N -0.45892 -0.75489 0.94018
C 0.61746 -0.12596 1.22679
O 1.82801 -0.70870 1.29204
H 0.25927 -2.73776 1.12073
H -1.40054 -2.52762 0.44072
H 0.03896 -2.15821 -0.54355
H 0.51762 0.89182 1.59753
H 2.45631 -0.14016 1.74486
C 0.40119 1.77087 -1.50142
O -0.22306 0.53400 -1.24367
C -1.44703 0.51808 -0.30445
O -1.80054 1.52560 0.24761
H -0.10361 2.59015 -0.96198
H 0.38195 1.95348 -2.58811
H 1.45562 1.70398 -1.18813
H -2.13739 -0.20961 -0.75077
```

Values from the calculation:
- SMILES string = C/N=C\O.COC=O
- HOMO energy (eV) = -9.5
- charge = 0
- relative energy (zero: lowest compared OMol25 entry of this formula, charge and spin) (kcal per mole) = 71.2
- gap between HOMO and LUMO (eV) = 9.82
- M (g/mol) = 119.12

***

Formula: C4H9NO3
Source: the OMol25 dataset
Level of theory: wB97M-V/def2-TZVPD

Structure (XYZ):
```
17
Properties=species:S:1:pos:R:3
C -1.78912 -1.07494 0.37972
C -0.38747 -0.43961 0.64465
C 0.72656 -1.51998 0.79297
O 0.34783 -2.85642 0.47869
N -0.04177 0.33559 -0.55774
C 0.29674 1.63401 -0.49857
O 0.57184 2.23081 0.51860
O 0.41827 2.21173 -1.74762
H -2.16009 -1.42986 1.34528
H -2.39338 -0.25467 0.01128
H -1.70096 -1.90591 -0.31120
H -0.41184 0.23230 1.49258
H 1.09022 -1.58315 1.83595
H 1.57227 -1.20049 0.19746
H -0.37764 -3.08364 1.07234
H -0.05093 -0.14211 -1.44355
H 1.14298 2.81062 -1.58781
```

Values from the calculation:
- SMILES string = C[C@@H](CO)NC(=O)O
- HOMO energy (eV) = -9.8
- charge = 0
- relative energy (zero: lowest compared OMol25 entry of this formula, charge and spin) (kcal per mole) = 17.7
- gap between HOMO and LUMO (eV) = 10.43
- M (g/mol) = 119.12

***

Formula: C4H9NO3
Source: the OMol25 dataset
Level of theory: wB97M-V/def2-TZVPD

Structure (XYZ):
```
17
Properties=species:S:1:pos:R:3
C 0.61783 -0.89612 0.89101
C -0.17752 0.07437 0.15760
C 0.44028 1.29152 -0.49171
C -0.05426 0.22772 -1.34139
H -1.30749 -2.15861 1.02810
H 0.27787 -2.10650 2.54566
H 1.54591 0.12432 1.37786
H 1.25608 -1.74512 0.30187
H -1.85177 -0.00402 1.07959
H -0.21837 2.08754 -0.31621
H 1.84014 1.83057 -1.31518
H 0.75032 -0.30036 -1.77061
H -1.90197 0.65974 -1.95660
N -0.47819 -1.52137 1.86684
O -1.35583 0.68429 0.67500
O 1.72991 1.59221 -0.36826
O -1.11294 0.15981 -2.36356
```

Values from the calculation:
- HOMO energy (eV) = -8.8
- charge = 0
- relative energy (zero: lowest compared OMol25 entry of this formula, charge and spin) (kcal per mole) = 180.1
- gap between HOMO and LUMO (eV) = 9.18
- M (g/mol) = 119.12

***

| no. | E_LUMO (eV) |
| --- | --- |
| 1 | 0.7 |
| 2 | 0.4 |
| 3 | 0.7 |
| 4 | 0.3 |